Record 1
Formula: C19H36ClF11N10O9P
Source: the Open Molecules 2025 dataset
Level of theory: ωB97M-V with the def2-TZVPD basis set

```
87
C19H36ClF11N10O9P | the Open Molecules 2025 dataset | ωB97M-V with the def2-TZVPD basis set
N -5.5441 -1.3869 -0.1614
C -4.4629 -0.4056 -0.1581
C -3.3508 -0.8554 -1.1251
O -3.0929 0.1381 -2.1539
C -1.9873 -1.0721 -0.4417
C -1.3739 0.2971 -0.1534
C -0.4224 0.6819 0.9905
C -0.8085 0.1722 2.3739
F -2.1490 0.1931 2.5064
F -0.2962 0.9769 3.3474
C -0.2442 -1.2388 2.7100
F -1.1345 -1.9328 3.4159
F 0.0034 -1.9368 1.5523
C -0.2965 2.1981 0.7453
C 0.8129 2.9189 1.5417
P 0.1236 4.1565 2.6818
O -0.0700 5.4240 1.9846
O -1.2492 3.5325 3.2307
O 1.1526 4.1119 3.9029
C -0.2453 2.2453 -0.8448
C 0.9460 2.9359 -1.5212
F 0.8457 4.2273 -1.1694
F 2.1321 2.4592 -1.0705
C 0.9580 2.8501 -3.0827
F -0.3204 2.6367 -3.4817
F 1.6791 1.7771 -3.4449
C 1.5188 4.1010 -3.8179
F 1.7098 3.7936 -5.0933
F 0.6488 5.1060 -3.7298
F 2.6750 4.4553 -3.2615
N -0.5474 0.8225 -1.3275
C 0.6415 -0.0372 -1.6226
C 0.7855 -0.6605 -3.0050
O 1.8507 -0.9697 -3.3840
Cl -0.6581 -0.9317 -3.9153
H -6.1800 -1.2033 -0.9318
H -6.1135 -1.3273 0.6788
H -4.7741 0.6079 -0.4582
H -4.0842 -0.3271 0.8658
H -3.6873 -1.7910 -1.5817
H -3.7244 0.0381 -2.8758
H -1.3410 -1.6678 -1.0910
H -2.1360 -1.6358 0.4800
H -2.2069 1.0062 -0.1014
H 0.5873 0.2888 0.8141
H 0.6962 -1.1500 3.2595
H -1.2536 2.6750 0.9745
H 1.4570 2.2087 2.0649
H 1.4509 3.5299 0.9106
H -1.2413 3.1254 4.1052
H 0.7815 4.2722 4.7809
H -1.1018 2.8349 -1.1818
H -1.1941 0.8747 -2.1297
H 0.6506 -0.8639 -0.9064
H 1.5570 0.5322 -1.4693
C 5.3326 -0.9414 -1.2152
O 6.1765 -0.6286 -0.3906
N 5.4099 -2.0818 -1.9538
N 4.2523 -0.1383 -1.4723
H 4.7342 -2.3348 -2.6505
H 6.2052 -2.6754 -1.8027
H 4.2114 0.7319 -0.9730
H 3.5527 -0.3479 -2.1609
C 1.1520 -5.9690 1.8541
O 1.0510 -7.1755 1.9091
N 0.0763 -5.1332 2.0322
N 2.3458 -5.3392 1.6087
H 0.1334 -4.1354 1.9856
H -0.8069 -5.5684 2.2239
H 3.1526 -5.9235 1.4897
H 2.4547 -4.3442 1.5776
C 6.6433 3.1420 -1.8385
O 6.6646 4.0433 -2.6545
N 6.1754 3.3239 -0.5561
N 7.0575 1.8701 -2.1034
H 6.2334 2.6108 0.1473
H 5.9083 4.2552 -0.2974
H 7.4241 1.6756 -3.0161
H 7.0013 1.1381 -1.4150
C -7.5997 -3.6892 2.2578
O -7.5942 -2.7003 1.5399
N -7.8840 -3.6212 3.5906
N -7.3277 -4.9350 1.7732
H -7.9123 -4.4234 4.1907
H -8.1197 -2.7216 3.9657
H -7.1285 -5.0110 0.7934
H -7.3478 -5.7643 2.3357
```

Results
LUMO level   -0.1131 Eh
Total charge   +1
HOMO-LUMO gap   0.30679 hartree
E   -3870.4304 Ha

***

Record 2
Formula: C3H4FN
Source: the Open Molecules 2025 dataset
Level of theory: ωB97M-V with the def2-TZVPD basis set

```
9
C3H4FN | the Open Molecules 2025 dataset | ωB97M-V with the def2-TZVPD basis set
C -0.2796 -0.9279 0.5660
C 0.9835 0.4900 -0.1353
C -0.8298 0.2814 -0.2049
N 0.9485 -0.7869 0.5304
F -1.7331 1.2271 0.1301
H -0.8368 -1.8310 0.8140
H 1.4858 0.3044 -1.0562
H 1.2119 1.1995 0.6196
H -0.9503 0.0434 -1.2637
```

Results
LUMO level   0.0360 Eh
HOMO-LUMO gap   0.39681 hartree
E   -271.2252 Ha

***

Record 3
Formula: C50H128N8O12
Source: the Open Molecules 2025 dataset
Level of theory: ωB97M-V with the def2-TZVPD basis set

```
198
C50H128N8O12 | the Open Molecules 2025 dataset | ωB97M-V with the def2-TZVPD basis set
C 2.4919 -2.8693 1.7542
C 3.0279 -4.0430 2.5726
C 2.5785 -3.8994 4.0404
O 3.1497 -4.7040 5.0395
C 4.5345 -4.5451 5.1736
N 2.5321 -5.2775 1.9350
H 1.4816 -2.9790 1.3615
H 3.1377 -2.6651 0.8939
H 2.6008 -1.9201 2.2902
H 4.1138 -4.0639 2.4595
H 1.5057 -4.1190 4.0255
H 2.6243 -2.8361 4.3257
H 5.0736 -4.4160 4.2311
H 5.0181 -5.3940 5.6588
H 4.7751 -3.6690 5.7923
H 1.5251 -5.2707 2.1110
H 2.8988 -6.0673 2.4620
C -0.8260 -8.9791 3.9683
C -0.7517 -7.9330 2.8332
C -0.7556 -6.5453 3.5031
O -0.4334 -5.4860 2.6220
C -1.3489 -5.2342 1.5793
N 0.5561 -8.1473 2.1679
H -1.7316 -8.7835 4.5450
H -0.0183 -8.8536 4.6929
H -0.7209 -9.9581 3.5073
H -1.4582 -8.0895 2.0191
H -0.0304 -6.5098 4.3210
H -1.6992 -6.2823 4.0082
H -1.4136 -6.0558 0.8607
H -0.9937 -4.3005 1.1448
H -2.3682 -5.0416 1.9313
H 1.2491 -8.1376 2.9136
H 0.7657 -7.3463 1.5795
C 0.4329 3.0166 5.0502
C 0.3291 1.8115 4.1333
C 1.3294 0.6793 4.3817
O 2.5925 1.1612 3.9414
C 3.6445 0.2334 3.9360
N -1.0181 1.2202 4.1459
H 1.4486 3.3471 5.2769
H -0.0225 2.7759 6.0142
H -0.0613 3.8907 4.6366
H 0.5761 2.0789 3.0973
H 0.9514 -0.0761 3.6803
H 1.2998 0.2421 5.3826
H 3.3700 -0.6723 3.3819
H 3.9571 0.0081 4.9606
H 4.5175 0.6188 3.4043
H -1.0634 0.5317 3.3984
H -1.6706 1.9534 3.8565
C -1.0063 4.0885 0.4721
C -0.3706 5.3898 0.9511
C -1.4447 6.3944 1.3063
O -2.3499 5.9086 2.2972
C -3.1376 7.0061 2.7272
N 0.3775 5.1864 2.1999
H -1.2728 3.4135 1.2895
H -0.4027 3.4661 -0.1951
H -1.9286 4.3258 -0.0716
H 0.2782 5.8129 0.1798
H -2.0066 6.7196 0.4167
H -0.9854 7.3610 1.5483
H -2.5391 7.6190 3.3988
H -4.0652 6.6409 3.1778
H -3.5776 7.5944 1.9121
H -0.3369 4.8581 2.8405
H 1.0952 4.4453 2.1585
C -4.5767 1.0410 3.1402
C -4.2421 2.3799 2.4888
C -5.4251 3.1941 1.9612
O -6.1629 2.4530 1.0039
C -7.2285 3.1937 0.4579
N -3.3750 3.2121 3.3113
H -3.6631 0.5654 3.4933
H -5.0587 0.3569 2.4413
H -5.2548 1.1688 3.9896
H -3.6581 2.0967 1.6056
H -5.0685 4.1342 1.5268
H -6.0937 3.4430 2.7985
H -7.0030 4.2594 0.3664
H -8.1286 3.0966 1.0770
H -7.4798 2.7762 -0.5162
H -3.8043 3.5488 4.1731
H -3.2228 4.1056 2.8320
C 3.2526 2.2052 0.2898
C 3.8100 3.2621 1.2376
C 4.1641 4.5946 0.5946
O 5.1707 4.3453 -0.3738
C 5.5230 5.5126 -1.0901
N 2.8092 3.4844 2.2938
H 3.9153 2.1299 -0.5754
H 2.2557 2.4702 -0.0788
H 3.0756 1.2278 0.7440
H 4.7045 2.8283 1.7044
H 4.4878 5.3174 1.3497
H 3.2870 5.0048 0.0802
H 4.9209 5.6140 -1.9963
H 6.5539 5.4388 -1.4432
H 5.4965 6.3757 -0.4221
H 2.7351 2.6482 2.8903
H 3.1325 4.2540 2.8766
C -0.8840 5.7779 -4.0688
C 0.6346 5.6230 -3.9281
C 1.0297 6.4920 -2.7275
C 2.4156 6.2308 -2.1711
C 2.5989 4.7287 -1.8901
C 2.2411 3.8501 -3.1222
N 0.9254 4.2208 -3.6859
O 0.6400 3.4877 -4.8570
C 3.3690 3.9831 -4.1762
C 2.0994 2.4054 -2.6277
C 1.2734 6.2490 -5.1904
H -1.3268 5.3206 -4.9547
H -1.1533 6.8352 -4.0178
H -1.4246 5.2950 -3.2484
H 0.9362 7.5317 -3.0478
H 0.3026 6.4174 -1.9097
H 2.6798 6.8133 -1.2883
H 3.1553 6.5056 -2.9320
H 1.8866 4.4661 -1.1031
H 3.6216 4.4146 -1.6901
H 2.9044 4.0411 -5.1587
H 4.0690 4.8091 -4.0488
H 3.9998 3.0896 -4.1684
H 1.0699 2.3102 -2.2715
H 2.1700 1.7192 -3.4764
H 2.8073 2.0768 -1.8701
H 2.3605 6.2070 -5.1851
H 1.0088 7.3037 -5.2843
H 0.8450 5.7563 -6.0639
H 0.0192 2.8048 -4.5671
C -0.9387 -7.3771 -4.8025
C -0.8487 -5.9094 -4.4356
C -1.3441 -5.1030 -5.6499
C -1.7802 -3.6795 -5.4143
C -2.7496 -3.6014 -4.2877
C -2.2560 -4.2713 -2.9799
N -1.7341 -5.6124 -3.3077
O -1.3643 -6.3354 -2.1397
C -1.2671 -3.3865 -2.2185
C -3.5217 -4.4362 -2.1384
C 0.6499 -5.5835 -4.2308
H -1.8773 -7.7165 -5.2305
H -0.5908 -7.9694 -3.9532
H -0.1485 -7.5756 -5.5357
H -0.6142 -5.1733 -6.4609
H -2.2408 -5.5546 -6.1027
H -2.0713 -3.1589 -6.3271
H -0.8626 -3.1567 -5.0878
H -3.7606 -3.9487 -4.5136
H -2.8904 -2.5369 -4.0608
H -1.6727 -2.3759 -2.1115
H -1.1179 -3.7189 -1.1892
H -0.3117 -3.2991 -2.7350
H -3.3015 -4.8123 -1.1381
H -4.0037 -3.4651 -2.0108
H -4.2315 -5.1314 -2.5851
H 1.2598 -5.5700 -5.1288
H 1.0547 -6.2397 -3.4531
H 0.8001 -4.6099 -3.7488
H -0.5700 -5.8621 -1.8346
C -0.1194 0.3284 0.4013
C -1.0251 -0.8696 0.6967
O -1.4573 -0.7259 2.0450
H -0.0739 0.5048 -0.6708
H 0.8818 0.1214 0.7854
H -0.5173 1.1732 0.9628
H -0.5816 -1.8602 0.5722
H -1.9062 -0.7868 0.0499
H -2.1013 -1.4044 2.2821
C -4.3742 -2.8651 0.8438
C -4.5988 -3.0337 2.3468
O -3.3331 -2.8068 2.9313
H -4.1028 -1.8268 0.6308
H -5.3106 -3.0484 0.3165
H -3.5568 -3.5153 0.5520
H -4.9391 -4.0756 2.4341
H -5.4210 -2.4055 2.7004
H -3.3982 -2.9028 3.8894
C 0.5148 -0.2113 -4.9410
C -0.7144 -0.0652 -4.0703
O -1.4083 1.1131 -4.4882
H 1.1891 -0.9868 -4.5697
H 1.0888 0.7148 -4.9175
H 0.2555 -0.4807 -5.9650
H -0.3557 0.0990 -3.0449
H -1.3397 -0.9609 -4.1021
H -2.2114 1.1740 -3.9596
C 2.3434 -1.5365 -1.6743
C 3.5330 -0.7183 -1.2060
O 4.6785 -1.5556 -1.0027
H 1.4844 -0.8828 -1.8235
H 2.1109 -2.3474 -0.9787
H 2.5004 -2.1118 -2.5910
H 3.3097 -0.2082 -0.2632
H 3.8083 0.0178 -1.9683
H 5.2997 -1.0162 -0.5035
```

Results
LUMO level   0.0100 Eh
HOMO-LUMO gap   0.31388 hartree
E   -3322.4952 Ha
Structure (SMILES)   CC1(C)CCCC(C)(C)N1O.CC1(C)CCCC(C)(C)N1O.COC[C@H](C)N.COC[C@H](C)N.COC[C@H](C)N.COC[C@H](C)N.COC[C@H](C)N.COC[C@H](C)N.CCO.CCO.CCO.CCO

***

Record 4
Formula: C4H7O5S
Source: the Open Molecules 2025 dataset
Level of theory: ωB97M-V with the def2-TZVPD basis set

```
17
C4H7O5S | the Open Molecules 2025 dataset | ωB97M-V with the def2-TZVPD basis set
C 0.3862 1.0194 -0.1644
C -1.0758 0.5017 -0.1995
C 0.7674 -0.2411 0.3712
C -0.5780 -0.8580 0.4901
O -1.9331 -1.3644 -1.7193
O -0.4342 -3.1174 -1.2528
O -2.5168 -2.9264 0.0675
O 1.8668 -0.6105 0.9075
O 0.7779 -0.7755 -1.6961
S -1.3913 -2.2398 -0.6736
H 0.9355 1.1556 -1.1079
H 0.6150 1.9256 0.3948
H -1.7014 1.2134 0.1853
H -1.3993 0.3931 -1.2202
H -1.4175 -1.3147 1.4224
H 1.3891 -0.3947 -2.4826
H 0.3249 -1.6643 -1.9871
```

Results
LUMO level   0.1278 Eh
Total charge   -1
HOMO-LUMO gap   0.32752 hartree
E   -930.9299 Ha

***

Record 5
Formula: C2H2FN3O
Source: the Open Molecules 2025 dataset
Level of theory: ωB97M-V with the def2-TZVPD basis set

```
9
C2H2FN3O | the Open Molecules 2025 dataset | ωB97M-V with the def2-TZVPD basis set
C 1.3982 0.0103 -0.1964
C 0.0090 0.6107 -0.1749
N 2.1886 1.0314 0.4650
N 0.0907 1.6379 0.6518
N 1.3928 1.7933 1.0723
O -1.0611 0.0729 -0.6660
F 1.8980 -0.5252 -1.2892
H 1.1410 -0.7812 0.7287
H -1.8528 0.5833 -0.3363
```

Results
LUMO level   -0.0172 Eh
HOMO-LUMO gap   0.36181 hartree
E   -416.6880 Ha
Structure (SMILES)   OC1=NN=N[C@@H]1F

***

Record 6
Formula: C35H63MnN8O
Source: the Open Molecules 2025 dataset
Level of theory: ωB97M-V with the def2-TZVPD basis set

```
108
C35H63MnN8O | the Open Molecules 2025 dataset | ωB97M-V with the def2-TZVPD basis set
Mn -25.3112 -9.2792 10.3827
C -23.6299 -12.5900 8.6334
C -24.6726 -11.5960 8.1869
C -26.0060 -12.2513 7.8695
O -24.7106 -10.4381 8.9841
H -23.5969 -13.3827 7.8790
H -23.8191 -13.0393 9.6122
H -22.6070 -12.2031 8.6104
H -24.3352 -11.2506 7.1943
H -25.8779 -13.2009 7.3540
H -26.6267 -11.5958 7.2592
H -26.5536 -12.4285 8.8008
C -24.7651 -7.3202 2.6253
C -24.9772 -7.9224 4.0086
C -23.7616 -8.5684 4.6695
C -22.5666 -7.7299 4.7624
N -21.6066 -7.1087 4.8323
H -25.7031 -7.2245 2.0792
H -24.1824 -8.0519 2.0542
H -24.2450 -6.3668 2.5657
H -25.7633 -8.6742 3.9341
H -25.3660 -7.1459 4.6726
H -23.3826 -9.3365 3.9821
H -24.0650 -9.0034 5.6204
C -28.3647 -7.3352 4.9647
C -28.7678 -8.5689 5.7653
C -27.9369 -9.8195 5.4539
C -28.0092 -10.2735 4.0653
N -28.0329 -10.6295 2.9719
H -28.2646 -7.4595 3.8846
H -27.3758 -7.0112 5.2950
H -29.0619 -6.5108 5.1084
H -29.8078 -8.7872 5.5232
H -28.5980 -8.3785 6.8251
H -28.3332 -10.6555 6.0395
H -26.8835 -9.7348 5.7295
C -21.3188 -11.3486 5.5317
C -22.4552 -12.1994 4.9758
C -22.2111 -12.6996 3.5438
C -20.9215 -13.3626 3.3570
N -19.9161 -13.8900 3.1820
H -21.6094 -11.1547 6.5659
H -21.1838 -10.4236 4.9750
H -20.4541 -12.0104 5.4983
H -23.4032 -11.6505 4.9581
H -22.6614 -13.1071 5.5497
H -22.3132 -11.9052 2.7984
H -23.0121 -13.3841 3.2516
C -19.4373 -13.9126 11.9565
C -20.6785 -13.9399 11.0756
C -20.4520 -14.1840 9.5771
C -19.7820 -13.0559 8.9365
N -19.2550 -12.1706 8.4326
H -18.7219 -13.1746 11.5916
H -18.9397 -14.8795 12.0248
H -19.7308 -13.6389 12.9698
H -21.2236 -12.9947 11.1837
H -21.4021 -14.6618 11.4609
H -21.4332 -14.2976 9.1128
H -19.8990 -15.1098 9.4213
C -26.1668 -14.6205 11.0347
C -25.9793 -15.6493 9.9120
C -27.0591 -15.6052 8.8345
C -28.3994 -15.9474 9.3062
N -29.4752 -16.1808 9.6298
H -26.1192 -13.6148 10.6048
H -25.3219 -14.6792 11.7224
H -27.0997 -14.7585 11.5787
H -25.9770 -16.6267 10.3985
H -25.0040 -15.4916 9.4514
H -26.7801 -16.2865 8.0315
H -27.1289 -14.6050 8.4095
C -20.3797 -7.3590 8.4802
C -20.6231 -8.8509 8.2990
C -20.9665 -9.6119 9.5787
C -22.1478 -9.0882 10.2447
N -23.0942 -8.6417 10.7193
H -19.4089 -7.1552 8.9311
H -21.1832 -6.8876 9.0543
H -20.3974 -6.8149 7.5354
H -19.7287 -9.3015 7.8732
H -21.4661 -9.0153 7.6237
H -20.1079 -9.5150 10.2503
H -21.1361 -10.6758 9.4157
C -29.3076 -12.6608 9.9110
C -30.4612 -12.1241 9.0792
C -30.9038 -13.1332 7.9979
C -29.8467 -13.6711 7.1347
N -29.0677 -14.1373 6.4355
H -28.7942 -11.8534 10.4418
H -28.5232 -13.1688 9.3518
H -29.6908 -13.3890 10.6259
H -30.2163 -11.1920 8.5611
H -31.3151 -11.8930 9.7140
H -31.6097 -12.6368 7.3288
H -31.4272 -13.9502 8.4959
C -26.2701 -13.4141 3.3734
C -25.9939 -14.9089 3.1367
C -26.3073 -15.7339 4.3764
C -25.4087 -15.5039 5.5173
N -24.6958 -15.4031 6.4129
H -27.3221 -13.1847 3.2078
H -25.7512 -12.8137 2.6223
H -25.9917 -13.0315 4.3589
H -24.9860 -15.0345 2.7417
H -26.6698 -15.1785 2.3250
H -26.2038 -16.8007 4.1642
H -27.3212 -15.5326 4.7281
```

Results
LUMO level (alpha / beta)   -0.2135 / -0.2156 Eh
Total charge   +1
HOMO-LUMO gap (alpha / beta)   0.26865 / 0.26815 hartree
E   -3035.3745 Ha
2S+1   6
⟨S²⟩   8.7563

***

Record 7
Formula: C5H7ClIO3
Source: the Open Molecules 2025 dataset
Level of theory: ωB97M-V with the def2-TZVPD basis set

```
17
C5H7ClIO3 | the Open Molecules 2025 dataset | ωB97M-V with the def2-TZVPD basis set
C -2.4410 1.3476 0.6149
C 0.6628 0.1292 1.5819
C 1.1545 -1.4249 -1.2574
C -0.1963 0.2404 0.2449
C 0.6376 -0.0615 -1.0573
O -2.9741 2.3481 0.2016
O -2.6248 0.4146 1.3004
O -0.8941 1.3512 0.0852
Cl 2.1234 1.0528 -0.9737
I -0.6468 0.4797 -2.6898
H 0.9824 1.0505 1.8706
H -0.0498 -0.4149 2.2530
H 1.5138 -0.4907 1.5435
H 1.9246 -1.4053 -2.0826
H 0.2453 -2.0355 -1.6108
H 1.5996 -1.9655 -0.4806
H -1.0172 -0.6158 0.4560
```

Results
LUMO level   0.1044 Eh
Total charge   -1
HOMO-LUMO gap   0.29596 hartree
E   -1178.3788 Ha
Structure (SMILES)   C[C@@H](OC(=O)[O-])[C@](C)(Cl)I

***

Among the records above, which one has the lowest E? C19H36ClF11N10O9P